Density functional theory data (the ωB97M-V functional and the def2-TZVPD basis) for a structure of composition C38H77Br4F6N9O9S2 at a distorted geometry.

**E_LUMO**: 0.10 eV
**DFT total energy**: -14355.5316 hartree
**Multiplicity**: 1

```
145
Properties=species:S:1:pos:R:3:forces:R:3:lowdin_charge:R:1
C 0.471 2.255 -2.662 0.89 -1.52 0.84 -0.027
C 1.268 1.433 -1.571 0.15 -0.47 0.07 -0.133
N 0.684 0.060 -1.160 -1.31 0.15 1.38 -0.189
C -0.682 0.359 -0.387 1.27 0.27 -1.02 0.034
C 0.458 -0.844 -2.382 1.01 0.33 0.91 -0.154
C 1.667 -1.114 -3.317 -0.77 -0.24 -0.17 -0.065
C 1.687 -0.652 -0.055 -1.60 0.39 -1.53 0.015
C 1.152 -1.882 0.741 0.83 0.45 -0.32 -0.185
O 0.176 -1.530 1.670 -0.96 0.40 1.01 -0.204
C -0.084 -2.417 2.777 -0.06 0.03 -0.41 -0.070
H 0.493 1.709 -3.605 -0.33 -0.13 -0.02 0.066
H 0.993 3.184 -2.892 -0.07 0.05 0.54 0.054
H -0.549 2.426 -2.317 0.11 0.25 -0.30 0.048
H 1.387 1.979 -0.635 -0.33 0.11 0.02 0.100
H 2.288 1.185 -1.862 -0.02 0.17 -0.43 0.111
H -1.250 1.068 -0.990 -0.11 -0.44 -0.19 0.062
H -0.421 0.903 0.520 0.28 -0.29 0.07 0.079
H -1.256 -0.540 -0.162 0.33 0.03 -0.27 0.090
H -0.308 -0.359 -2.988 -0.21 -0.16 0.29 0.091
H 0.098 -1.762 -1.917 -0.20 -0.07 -0.43 0.093
H 2.586 -1.573 -2.952 -0.05 0.39 0.67 0.068
H 1.883 -0.287 -3.994 0.15 0.17 0.35 0.064
H 1.281 -1.884 -3.984 -0.16 -0.07 -0.14 0.029
H 1.918 0.206 0.576 0.32 -0.36 0.09 0.096
H 2.478 -0.966 -0.736 0.43 0.07 0.59 0.101
H 2.025 -2.269 1.266 0.51 0.20 0.09 0.134
H 0.891 -2.725 0.101 -0.54 0.04 -0.40 0.112
H 0.821 -2.892 3.154 0.10 -0.13 -0.28 0.082
H -0.863 -3.138 2.532 0.26 -0.47 -0.47 0.090
H -0.527 -1.920 3.641 0.34 0.81 -0.29 0.047
C 7.520 -1.958 -1.352 -1.84 2.15 -0.58 -0.709
F 7.699 -3.221 -1.478 0.32 -2.06 0.01 0.192
F 8.329 -1.448 -0.466 0.35 0.13 0.47 0.175
F 7.740 -1.373 -2.539 -0.10 0.04 0.14 0.128
S 5.666 -1.684 -0.812 -1.72 0.40 -0.59 0.693
O 4.816 -2.551 -1.656 1.58 1.85 0.50 -0.349
O 5.641 -2.018 0.591 0.32 0.07 -0.55 -0.320
N 5.284 0.002 -1.096 0.32 -3.46 -1.40 -0.316
S 5.439 0.747 0.246 0.36 0.67 2.51 0.553
O 4.282 0.547 1.134 1.05 1.15 -0.76 -0.343
O 6.757 0.553 0.821 -0.71 1.11 0.03 -0.320
C 5.262 2.645 -0.358 0.17 -1.96 -0.01 -0.580
F 6.131 2.948 -1.375 -1.22 0.08 1.77 0.107
F 4.005 2.715 -0.785 -0.43 0.23 -1.06 0.090
F 5.282 3.518 0.666 1.19 -0.26 -0.50 0.107
C 2.106 3.006 2.241 -1.58 -1.42 -0.46 -0.309
O 1.093 2.346 1.936 0.97 0.39 -0.26 -0.039
N 2.080 3.878 3.237 1.55 2.73 1.44 -0.135
C 3.296 4.757 3.570 -0.35 -1.99 -0.30 -0.001
C 0.865 4.265 3.957 -0.33 -0.47 -0.02 -0.044
H 3.070 2.844 1.736 -0.10 0.19 0.19 0.116
H 3.038 5.799 3.756 -0.16 -0.20 -0.34 0.085
H 4.071 4.607 2.818 -0.43 0.46 -0.56 0.069
H 3.839 4.355 4.425 -0.56 0.04 0.56 0.082
H 0.006 3.635 3.729 0.38 -0.23 -0.28 0.058
H 0.998 4.183 5.036 0.31 0.11 0.01 0.081
H 0.560 5.285 3.721 0.25 0.16 -0.06 0.092
C -0.914 -3.431 6.017 3.22 1.70 -1.00 -0.308
O -0.050 -2.506 6.040 -2.49 -1.55 0.67 -0.059
N -0.546 -4.634 5.529 0.24 -2.00 -0.26 -0.167
C 0.903 -4.955 5.316 -0.54 0.50 -0.38 -0.032
C -1.561 -5.723 5.243 0.59 2.36 1.16 -0.019
H -1.973 -3.309 6.295 0.18 0.00 -0.03 0.134
H 1.439 -5.233 6.223 -0.39 -0.08 0.22 0.089
H 1.454 -4.109 4.905 -0.36 0.18 0.11 0.065
H 1.011 -5.755 4.584 -0.34 -0.12 0.14 0.085
H -1.593 -5.924 4.173 0.06 -0.33 0.23 0.086
H -1.446 -6.571 5.918 0.30 -0.18 -0.45 0.085
H -2.466 -5.206 5.564 -0.48 -0.46 -0.37 0.070
C -3.205 1.873 1.308 0.26 -0.14 0.20 -0.333
O -3.622 1.090 0.480 -0.38 -0.69 -0.81 -0.008
N -2.681 3.068 1.026 0.40 1.65 -0.76 -0.148
C -2.377 3.990 2.076 0.75 0.32 1.49 -0.071
C -2.523 3.645 -0.325 -0.83 -0.67 0.27 -0.029
H -3.160 1.624 2.379 -0.12 0.17 0.10 0.130
H -2.532 3.553 3.063 0.05 -0.44 -0.10 0.078
H -2.953 4.913 2.131 -0.38 0.01 -0.74 0.093
H -1.327 4.280 2.047 0.11 0.01 -0.18 0.075
H -2.915 2.932 -1.050 0.10 0.05 0.02 0.060
H -3.112 4.559 -0.397 -0.15 0.02 0.04 0.091
H -1.504 3.925 -0.594 0.24 -0.29 0.41 0.060
C -0.922 0.977 4.305 -0.24 -0.54 -0.38 -0.382
O -1.969 1.555 4.538 -0.77 0.33 -0.39 -0.030
N 0.093 0.913 5.140 0.69 -0.59 1.45 -0.139
C 1.361 0.281 4.737 0.60 1.19 0.52 -0.035
C 0.004 1.635 6.454 0.78 -0.11 -1.28 -0.003
H -0.699 0.402 3.393 -0.29 0.21 -0.31 0.127
H 1.499 0.069 3.677 -0.97 -0.18 -0.07 0.081
H 1.667 -0.577 5.336 -0.42 0.00 0.08 0.082
H 2.102 1.071 4.862 0.43 -0.03 0.33 0.078
H -0.925 2.202 6.519 0.17 -0.10 -0.34 0.083
H 0.088 1.032 7.358 0.08 -0.50 -0.39 0.087
H 0.871 2.293 6.394 -0.08 0.35 0.56 0.067
C -3.764 -1.523 3.891 -0.06 -0.59 0.26 -0.099
C -4.143 -1.670 2.397 -0.23 -0.07 1.38 -0.229
C -5.483 -0.983 2.099 -0.24 0.58 0.06 -0.187
C -6.628 -1.531 2.903 1.93 0.81 -1.38 -0.216
N -7.455 -2.017 3.518 -0.87 -0.40 0.62 0.132
H -4.364 -2.159 4.542 -0.37 -0.19 -0.20 0.067
H -3.854 -0.541 4.356 0.23 0.30 -0.53 0.073
H -2.752 -1.902 4.038 0.19 0.27 -0.01 0.039
H -4.233 -2.744 2.236 0.09 0.00 -0.41 0.108
H -3.317 -1.266 1.813 -0.39 0.08 -0.36 0.090
H -5.743 -0.901 1.044 -0.08 -0.85 -0.13 0.102
H -5.358 0.085 2.275 -0.14 0.07 0.70 0.096
C -1.256 -3.586 -5.244 0.64 -0.27 1.55 -0.148
C -1.851 -2.532 -6.122 -0.29 -0.25 -1.28 -0.232
C -1.414 -1.072 -5.780 -0.75 -0.67 0.22 -0.167
C -0.075 -0.746 -6.198 -0.37 -0.62 -0.03 -0.252
N 0.995 -0.592 -6.556 1.15 0.39 -0.36 0.170
H -1.468 -4.633 -5.461 -0.48 0.17 -0.49 0.082
H -1.537 -3.458 -4.198 -0.10 0.10 0.12 0.047
H -0.167 -3.558 -5.240 0.14 0.31 -0.17 0.027
H -2.935 -2.625 -6.191 -0.16 0.36 0.64 0.107
H -1.592 -2.871 -7.125 0.40 0.82 -0.42 0.110
H -1.450 -0.965 -4.695 -0.13 -0.01 0.14 0.079
H -2.060 -0.290 -6.180 -0.28 -0.26 -0.13 0.112
C -3.680 1.476 -4.139 0.45 0.58 -0.57 -0.114
C -4.732 1.409 -3.071 1.08 -0.69 0.05 -0.254
C -5.187 -0.023 -2.875 -1.36 0.31 -0.14 -0.197
C -4.148 -0.974 -2.511 1.91 -1.92 0.62 -0.202
N -3.326 -1.760 -2.222 -1.82 1.97 -0.74 0.163
H -2.863 0.798 -3.896 0.10 0.00 -0.18 0.049
H -3.278 2.484 -4.242 0.17 0.07 0.17 0.078
H -4.080 1.254 -5.129 -0.04 -0.36 -0.05 0.080
H -5.579 2.024 -3.374 0.00 0.12 0.68 0.123
H -4.245 1.607 -2.116 -0.45 1.02 0.11 0.082
H -5.713 -0.319 -3.783 0.11 -0.55 -0.01 0.124
H -5.936 0.034 -2.086 -0.02 -0.52 0.15 0.122
Br 0.961 -4.699 -2.793 0.87 -0.25 -0.98 0.611
C 2.321 -4.816 -4.303 0.00 -0.19 0.19 -0.595
C 2.270 -6.181 -5.011 0.05 0.43 0.05 -0.640
Br 3.961 -6.483 -6.036 -0.84 0.21 0.57 0.582
H 3.277 -4.569 -3.843 -0.15 -0.37 0.16 0.046
H 2.113 -4.016 -5.014 -0.30 -0.03 0.18 0.047
H 1.472 -6.187 -5.754 0.15 -0.02 0.05 0.048
H 2.117 -7.029 -4.343 0.35 0.20 -0.01 0.048
Br -0.614 6.053 -2.907 0.75 -0.16 -0.27 0.588
C 0.806 5.687 -4.227 -0.60 -0.05 -0.99 -0.675
C 0.792 6.696 -5.384 -0.40 0.11 0.56 -0.620
Br -0.981 6.781 -6.364 1.50 -0.21 0.62 0.525
H 0.622 4.687 -4.620 -0.30 0.08 0.08 0.041
H 1.799 5.633 -3.781 -0.19 0.46 0.38 0.069
H 1.618 6.456 -6.054 -0.44 -0.20 -0.38 0.064
H 0.986 7.707 -5.024 -0.33 -0.06 -0.01 0.051
```
Forces are in eV/Å.